Computed, not measured: one molecule with the formula C5H6ClN, with ωB97M-V/def2-TZVPD.

Last column: natural (NBO) charge in e.
Element x y z (Å)
C -0.610 0.843 0.526  -0.28
C -0.783 1.865 -0.410  -0.07
C 0.455 -0.033 0.106  -0.10
C 1.046 0.639 -0.934  0.09
C 0.976 -1.144 0.931  -0.62
N 0.313 1.726 -1.339  -0.53
Cl 2.396 0.157 -1.852  0.01
H -1.261 0.601 1.293  0.21
H -1.485 2.655 -0.588  0.22
H 1.219 -1.912 0.290  0.22
H 1.752 -0.766 1.540  0.22
H 0.110 -1.413 1.524  0.21
H 0.495 2.099 -2.247  0.42

The calculation puts the total energy at -709.04793 Eh. The total charge is 0. As for the structure (SMILES): Cc1cc[nH]c1Cl. The multiplicity is 1. For the HOMO energy, the calculation gives -8.104 eV. The largest force on an atom is 0.060 hartree/bohr.

Computed, not measured: one molecule with the formula C5H5BN2O2, with ωB97M-V/def2-TZVPD.

Last column: natural (NBO) charge in e.
Element x y z (Å)
B 0.825 -0.799 -1.435  0.93
C -1.610 -1.413 2.086  0.10
C -1.030 0.988 0.939  -0.34
C 0.030 1.728 0.459  0.05
C 1.555 0.567 -1.208  -0.12
C -1.310 -0.317 1.346  0.09
N -1.759 -2.517 2.461  -0.22
N 1.216 1.462 -0.390  -0.53
O 1.037 -1.921 -0.710  -0.88
O 0.021 -0.845 -2.479  -0.86
H -1.856 1.667 1.000  0.25
H 0.068 2.778 0.414  0.19
H 1.838 2.155 -0.164  0.36
H 1.409 -1.847 0.129  0.49
H -0.435 -1.685 -2.447  0.49

The calculation puts the total energy at -478.21065 Eh. The total charge is 0. The multiplicity is 1. For the HOMO energy (alpha / beta), the calculation gives -8.011 / -8.109 eV. The largest force on an atom is 0.074 hartree/bohr.

Computed, not measured: C3H4N2S as an isolated structure, with ωB97M-V/def2-TZVPD.

Last column: natural (NBO) charge in e.
Element x y z (Å)
C -1.693 1.132 -0.188  -0.05
C -1.156 -0.170 0.026  0.13
C 0.229 -0.597 0.064  -0.67
N -3.013 1.148 -0.019  -0.61
N -2.118 -1.105 0.016  -0.59
S -3.600 -0.357 0.043  0.85
H -1.254 2.181 -0.281  0.23
H 0.423 -1.168 0.975  0.24
H 0.694 -1.290 -0.694  0.24
H 0.920 0.178 -0.203  0.23

The calculation puts the total energy at -624.38348 Eh. The total charge is 0. The multiplicity is 1. For the HOMO energy, the calculation gives -9.680 eV. The largest force on an atom is 0.061 hartree/bohr.

Computed, not measured: a 2-piece molecular cluster, C2H8NO3 overall, with ωB97M-V/def2-TZVPD.

Last column: natural (NBO) charge in e.
Element x y z (Å)
O 1.067 -0.446 0.615  -0.57
C 0.345 0.017 -0.211  0.77
O -0.259 1.193 -0.168  -0.64
C -0.170 -0.772 -1.405  -0.34
N 0.063 -2.235 -1.098  -0.67
H 0.188 1.725 0.529  0.54
H 0.314 -0.493 -2.339  0.27
H -1.247 -0.602 -1.432  0.26
H -0.685 -2.556 -0.473  0.45
H 0.924 -2.343 -0.542  0.47
H 0.106 -2.786 -1.952  0.45
H -0.394 3.807 2.518  0.48
H 0.167 2.642 3.347  0.48
O -0.420 2.850 2.612  -0.96

The calculation puts the total energy at -361.24745 Eh. The total charge is +1. The multiplicity is 1. For the HOMO energy, the calculation gives -14.697 eV. The largest force on an atom is 0.025 hartree/bohr.

Computed, not measured: C4H7O2Sm as an isolated structure, with ωB97M-V/def2-TZVPD.

Last column: Mulliken spin population.
Element x y z (Å)
O -0.448 1.939 0.969  -0.02
C 0.812 1.908 0.671  0.00
C 1.386 1.141 -0.319  -0.01
H 2.460 0.948 -0.272  0.00
H 1.475 2.208 1.504  0.00
H 0.901 1.131 -1.299  0.00
Sm -2.205 0.714 2.192  6.03
C -1.000 -1.496 -0.700  -0.01
C -0.129 -1.340 0.354  0.01
O -1.157 -0.691 -1.779  0.00
H -1.756 -2.288 -0.681  0.00
H -0.047 -2.268 0.932  0.00
H 0.538 -0.797 1.026  0.00
H -0.830 -1.108 -2.597  0.00

The calculation puts the total energy at -964.65044 Eh. The total charge is +1. The multiplicity is 7. For the HOMO energy (alpha / beta), the calculation gives -10.256 / -10.293 eV. The largest force on an atom is 0.084 hartree/bohr.

Computed, not measured: a 2-piece molecular cluster, C23H21N2O overall, with ωB97M-V/def2-TZVPD.

Last column: natural (NBO) charge in e.
Element x y z (Å)
C 5.953 -2.107 -0.058  -0.21
C 5.141 -2.764 -0.994  -0.19
C 4.351 -2.026 -1.880  -0.27
C 4.418 -0.635 -1.820  0.27
O 3.565 0.136 -2.611  -0.52
C 2.211 0.131 -2.284  0.52
C 1.726 1.219 -1.541  -0.30
C 0.437 1.170 -1.050  -0.06
C -0.460 0.095 -1.364  -0.19
C -1.721 0.114 -0.715  0.15
C -2.829 -0.757 -0.859  -0.21
C -4.115 -0.281 -0.422  -0.08
C -5.257 -1.047 -0.574  -0.23
C -5.187 -2.313 -1.189  -0.10
C -3.938 -2.804 -1.609  -0.24
C -2.766 -2.087 -1.369  -0.06
C 0.009 -0.857 -2.316  -0.08
C 1.360 -0.921 -2.651  -0.30
C 5.267 0.045 -0.940  -0.25
C 6.011 -0.704 -0.025  -0.19
H 6.555 -2.688 0.647  0.23
H 5.104 -3.857 -1.039  0.23
H 3.676 -2.505 -2.591  0.22
H 2.393 2.053 -1.329  0.25
H 0.068 1.989 -0.432  0.24
H -1.875 0.953 -0.034  0.26
H -4.161 0.718 0.015  0.24
H -6.218 -0.669 -0.231  0.24
H -6.095 -2.914 -1.328  0.24
H -3.886 -3.759 -2.139  0.24
H -1.791 -2.537 -1.569  0.21
H -0.683 -1.538 -2.801  0.23
H 1.773 -1.765 -3.210  0.25
H 5.291 1.137 -0.955  0.23
H 6.638 -0.181 0.707  0.23
C -1.622 4.237 2.526  -0.66
C -1.734 2.880 3.087  0.35
N -1.961 1.680 2.551  -0.52
C -2.027 0.773 3.618  -0.11
C -1.791 1.451 4.803  -0.10
N -1.610 2.761 4.434  -0.51
H -1.810 4.238 1.456  0.24
H -2.358 4.886 3.020  0.23
H -0.622 4.643 2.723  0.23
H -2.243 -0.280 3.484  0.21
H -1.751 1.130 5.828  0.23
H -1.440 3.559 5.029  0.42

The calculation puts the total energy at -1073.51877 Eh. The total charge is +1. The multiplicity is 1. For the HOMO energy, the calculation gives -10.929 eV. The largest force on an atom is 0.037 hartree/bohr.

Computed, not measured: one molecule with the formula C3H6N2O, with ωB97M-V/def2-TZVPD.

Last column: natural (NBO) charge in e.
Element x y z (Å)
N 1.729 0.116 -0.460  -0.83
C 0.926 0.771 0.430  0.66
O 1.330 1.663 1.154  -0.60
C -0.521 0.357 0.450  -0.19
C -1.210 -0.300 -0.688  -0.25
N -0.783 -1.084 0.460  -0.58
H 2.721 0.263 -0.342  0.40
H 1.437 -0.791 -0.791  0.40
H -1.113 1.004 1.092  0.22
H -0.674 -0.506 -1.612  0.20
H -2.268 -0.087 -0.821  0.20
H -1.566 -1.299 1.071  0.36

The calculation puts the total energy at -302.64659 Eh. The total charge is 0. As for the structure (SMILES): NC(=O)[C@H]1CN1. The multiplicity is 1. For the HOMO energy, the calculation gives -9.717 eV. The largest force on an atom is 0.006 hartree/bohr.

Computed, not measured: C13H10FGaNO4S as an isolated structure, with ωB97M-V/def2-TZVPD.

Last column: natural (NBO) charge in e.
Element x y z (Å)
F 2.581 -2.849 -1.954  -0.76
Ga 4.046 -1.965 -2.620  1.25
N 4.507 -0.416 -1.445  -0.75
C 5.668 -0.258 -1.274  0.21
S 7.264 -0.277 -0.988  -0.22
H 3.833 -1.401 -4.093  -0.36
H 5.295 -2.962 -2.572  -0.36
C 2.567 -1.186 1.050  -0.20
C 1.320 -0.848 0.730  -0.24
C 0.313 -0.551 1.770  0.49
O -0.830 -0.242 1.486  -0.55
C 0.739 -0.643 3.188  -0.23
C 1.983 -0.982 3.513  -0.23
C 2.997 -1.280 2.467  0.47
O 4.129 -1.587 2.774  -0.48
H 3.312 -1.405 0.297  0.27
H 0.992 -0.778 -0.299  0.24
H -0.016 -0.421 3.933  0.22
H 2.315 -1.056 4.541  0.22
C -2.987 1.815 -0.869  -0.24
C -3.574 0.951 -0.043  -0.23
C -5.051 0.829 0.015  0.48
O -5.594 0.046 0.767  -0.50
C -5.849 1.702 -0.883  -0.23
C -5.261 2.565 -1.707  -0.23
C -3.782 2.688 -1.765  0.49
O -3.252 3.477 -2.519  -0.50
H -1.911 1.919 -0.925  0.24
H -3.005 0.307 0.616  0.26
H -6.925 1.596 -0.825  0.23
H -5.823 3.211 -2.368  0.23

The calculation puts the total energy at -3279.98875 Eh. The total charge is -1. The multiplicity is 1. For the HOMO energy, the calculation gives -5.449 eV. The largest force on an atom is 0.024 hartree/bohr.